# 1
# C5H10O

A 2-piece molecular cluster, C5H10O overall in a non-equilibrium geometry (the ωB97M-V functional and the def2-TZVPD basis, the Open Molecules 2025 dataset).

```
16
Properties=species:S:1:pos:R:3
C 1.1651 1.4593 -0.7441
C 0.4486 0.3397 -0.5790
O 2.1235 -0.5860 0.8297
C -0.6545 0.1910 0.3877
C -1.9634 -0.2259 -0.2405
C -1.2663 -1.1410 0.7161
H 0.9813 2.3266 -0.1156
H 1.8736 1.5609 -1.5587
H 2.1713 0.3015 0.4046
H 0.6027 -0.5181 -1.2393
H 2.4808 -1.1886 0.1671
H -0.6868 0.9502 1.1659
H -2.8584 0.3008 0.0670
H -1.9278 -0.4748 -1.2987
H -0.7895 -2.0381 0.3314
H -1.7001 -1.2574 1.7063
```

Properties
SMILES string: C=CC1CC1.O
Multiplicity: 1
Gap between HOMO and LUMO, eV: 10.0
Relative energy (zero: lowest compared OMol25 entry of this formula, charge and spin), kcal per mole: 51.0

Atom charges from the natural (NBO) analysis, given in e for atoms 1 to 8: number 1, C, carries -0.54; number 2, C, carries -0.08; number 3, O, carries -0.95; number 4, C, carries -0.28; number 5, C, carries -0.40; number 6, C, carries -0.40; number 7, H, carries 0.20; number 8, H, carries 0.21

---

# 2
# C16H15N3O2PdS

C16H15N3O2PdS as an isolated structure in a non-equilibrium geometry (the ωB97M-V functional and the def2-TZVPD basis, the Open Molecules 2025 dataset).

```
38
Properties=species:S:1:pos:R:3
Pd -1.9397 0.2791 0.2600
C 2.2452 1.9676 0.6550
C 0.7694 1.7595 0.6538
N 0.1978 0.6931 -0.0557
N 0.8933 -0.1053 -0.7805
C 0.2075 -1.1458 -1.3321
O -1.0279 -1.3091 -1.1356
C 0.9682 -2.0686 -2.1753
C 0.2690 -3.0816 -2.8423
C 0.9495 -3.9979 -3.6188
C 2.3331 -3.9184 -3.7329
C 3.0303 -2.9089 -3.0817
C 2.3562 -1.9823 -2.3085
C -0.1251 2.5630 1.3506
C 0.2835 3.6563 2.1622
C -0.6500 4.3875 2.8449
C -2.0073 4.0585 2.7284
C -2.3562 2.9896 1.9183
N -1.4706 2.2671 1.2495
H 2.7317 1.2140 0.0451
H 2.6444 1.9155 1.6707
H 2.4924 2.9562 0.2611
H -0.8054 -3.1295 -2.7392
H 0.4105 -4.7774 -4.1403
H 2.8671 -4.6460 -4.3293
H 4.1055 -2.8508 -3.1852
H 2.8933 -1.1910 -1.8041
H 1.3344 3.8957 2.2418
H -0.3484 5.2136 3.4740
H -2.7690 4.6143 3.2543
H -3.3958 2.7099 1.7984
C -1.5842 -1.9659 2.1706
O -1.6371 -0.5868 2.0879
H -0.6097 -2.2640 2.5796
H -1.7273 -2.4600 1.2040
H -2.3453 -2.3171 2.8795
S -5.3008 -0.4546 0.0082
C -3.8824 0.0204 -0.2365
```

Properties
Total charge: +1
Multiplicity: 6
Gap between HOMO and LUMO (spin up / spin down), eV: 5.2 / 5.8

Atom charges from the natural (NBO) analysis, given in e for atoms 1 to 8: number 1, Pd, carries 1.16; number 2, C, carries -0.69; number 3, C, carries 0.27; number 4, N, carries -0.33; number 5, N, carries -0.23; number 6, C, carries 0.57; number 7, O, carries -0.69; number 8, C, carries -0.09

---

# 3
# C9H8O3

An isolated molecule of C9H8O3 in a non-equilibrium geometry (the ωB97M-V functional and the def2-TZVPD basis, the Open Molecules 2025 dataset).

```
20
Properties=species:S:1:pos:R:3
C 1.7465 -1.7651 -1.0631
C 1.2472 -0.5827 -1.8049
C 0.3420 0.3181 -1.3939
C -0.3053 0.5220 -0.1322
C -1.5962 0.1291 0.0270
C -2.3299 0.4789 1.1399
C -1.7750 1.2324 2.1597
C -0.4191 1.5670 2.1106
C 0.2823 1.1557 0.9818
H 1.5196 -2.7495 0.5227
H 2.2929 -1.3564 -3.1591
H -0.0071 0.9945 -2.1665
H -2.1159 -0.4768 -0.6789
H -3.4267 0.3007 1.1906
H -2.4192 1.5232 2.9596
H 0.0623 2.1952 2.8323
H 1.3064 1.4815 0.8828
O 1.1934 -1.9251 0.1452
O 2.6273 -2.4997 -1.5005
O 1.7743 -0.5428 -3.0532
```

Properties
SMILES string: O=C(O)/C(O)=C\c1ccccc1
Multiplicity: 1
Gap between HOMO and LUMO, eV: 9.4
Relative energy (zero: lowest compared OMol25 entry of this formula, charge and spin), kcal per mole: 0.0

Atom charges from the natural (NBO) analysis, given in e for atoms 1 to 8: number 1, C, carries 0.73; number 2, C, carries 0.19; number 3, C, carries -0.22; number 4, C, carries -0.07; number 5, C, carries -0.19; number 6, C, carries -0.21; number 7, C, carries -0.21; number 8, C, carries -0.21

---

# 4
# H6N4

A 2-piece molecular cluster, H6N4 overall in a non-equilibrium geometry (the ωB97M-V functional and the def2-TZVPD basis, the Open Molecules 2025 dataset).

```
10
Properties=species:S:1:pos:R:3
N -0.2103 -1.8652 -1.0164
N 0.4164 0.1919 1.6960
N -0.3587 1.4452 -0.0183
N -0.3295 0.2834 0.6913
H -0.6513 -1.6714 -0.1704
H 0.7217 -2.1267 -0.8081
H -0.0852 -0.8934 -1.4591
H 0.9429 1.0703 1.8247
H 0.4666 2.1224 0.1930
H -0.9126 1.4435 -0.9326
```

Properties
SMILES string: [H]/N=N\N.N
Multiplicity: 1
Gap between HOMO and LUMO, eV: 10.3
Relative energy (zero: lowest compared OMol25 entry of this formula, charge and spin), kcal per mole: 4.4

Atom charges from the natural (NBO) analysis, given in e for atoms 1 to 8: number 1, N, carries -1.04; number 2, N, carries -0.39; number 3, N, carries -0.67; number 4, N, carries 0.03; number 5, H, carries 0.37; number 6, H, carries 0.35; number 7, H, carries 0.33; number 8, H, carries 0.26

---

# 5
# C5H11NO

An isolated molecule of C5H11NO in a non-equilibrium geometry (the ωB97M-V functional and the def2-TZVPD basis, the Open Molecules 2025 dataset).

```
18
Properties=species:S:1:pos:R:3
C -1.9531 0.3726 1.4386
C -1.9114 -0.1349 -0.0172
C -0.4626 -0.7657 -0.3049
C 0.6177 0.3241 -0.2862
C 1.8555 -0.2094 -1.0220
N 3.1195 0.2061 -0.6418
O 1.7341 -1.0506 -1.9596
H -1.5337 -0.4209 2.1563
H -1.3035 1.1877 1.7377
H -2.9867 0.5744 1.8555
H -2.1956 0.6954 -0.7246
H -2.5862 -0.8980 -0.2852
H -0.4637 -1.2254 -1.2847
H -0.0726 -1.5494 0.3454
H 0.7877 0.4544 0.7453
H 0.3754 1.3548 -0.5970
H 3.8465 0.2033 -1.2887
H 3.1326 0.8816 0.1332
```

Properties
SMILES string: CCCCC(N)=O
Multiplicity: 1
Gap between HOMO and LUMO, eV: 10.6
Relative energy (zero: lowest compared OMol25 entry of this formula, charge and spin), kcal per mole: 20.9

Atom charges from the natural (NBO) analysis, given in e for atoms 1 to 8: number 1, C, carries -0.63; number 2, C, carries -0.40; number 3, C, carries -0.39; number 4, C, carries -0.51; number 5, C, carries 0.67; number 6, N, carries -0.82; number 7, O, carries -0.62; number 8, H, carries 0.20

---

# 6
# C6H10N2O2

A 2-piece molecular cluster, C6H10N2O2 overall in a non-equilibrium geometry (the ωB97M-V functional and the def2-TZVPD basis, the Open Molecules 2025 dataset).

```
20
Properties=species:S:1:pos:R:3
C -2.3121 0.3513 -0.1969
C -1.2640 -0.6230 0.2371
C 1.2346 0.7686 -1.3163
C -0.9479 -0.8628 1.5109
O 0.4022 1.5174 -1.7539
H 1.8664 0.1389 -1.9733
H -2.7970 0.8086 0.6606
H -1.8588 1.1378 -0.8005
H -3.0618 -0.1464 -0.8118
H -1.4344 -0.3558 2.3267
H -0.1931 -1.5897 1.7633
C 1.7228 0.8103 0.1620
N 2.3992 -0.2929 0.5452
C -0.5341 -1.3149 -0.8353
N 1.5003 1.8034 0.9186
O 0.4683 -1.9903 -0.6854
H 2.1195 -1.1762 0.1084
H 2.7069 -0.3065 1.5051
H 0.9864 2.5560 0.4684
H -1.0032 -1.2337 -1.8330
```

Properties
SMILES string: [H]/N=C(/N)C=O.C=C(C)C=O
Multiplicity: 1
Gap between HOMO and LUMO, eV: 9.0
Relative energy (zero: lowest compared OMol25 entry of this formula, charge and spin), kcal per mole: 46.6

Atom charges from the natural (NBO) analysis, given in e for atoms 1 to 8: number 1, C, carries -0.65; number 2, C, carries -0.15; number 3, C, carries 0.37; number 4, C, carries -0.27; number 5, O, carries -0.51; number 6, H, carries 0.13; number 7, H, carries 0.22; number 8, H, carries 0.24

---

# 7
# C5H6N2O

An isolated molecule of C5H6N2O in a non-equilibrium geometry (the ωB97M-V functional and the def2-TZVPD basis, the Open Molecules 2025 dataset).

```
14
Properties=species:S:1:pos:R:3
C -1.4000 1.0290 -0.9548
C -0.1279 0.3704 -1.4825
C 0.6286 -0.1609 -0.1106
C 1.3475 -1.2513 0.3630
C -0.1267 0.3613 0.9502
H -1.4010 2.1473 -1.1286
H -2.6064 0.5006 -0.9470
H 0.5624 1.2105 -1.8137
H -0.3450 -0.3623 -2.1976
H 2.1831 -1.7470 0.1168
H 1.5895 -1.3112 2.7735
N 0.9120 -1.4557 1.8280
N 0.0281 -0.3855 1.9827
O -1.2443 1.0547 0.6207
```

Properties
SMILES string: c1[nH]nc2c1CCO2
Multiplicity: 1
Gap between HOMO and LUMO, eV: 9.6
Relative energy (zero: lowest compared OMol25 entry of this formula, charge and spin), kcal per mole: 104.0

Atom charges from the natural (NBO) analysis, given in e for atoms 1 to 8: number 1, C, carries -0.08; number 2, C, carries -0.46; number 3, C, carries -0.12; number 4, C, carries -0.05; number 5, C, carries 0.40; number 6, H, carries 0.21; number 7, H, carries 0.23; number 8, H, carries 0.23

---

# 8
# C11H15N

A 2-piece molecular cluster, C11H15N overall in a non-equilibrium geometry (the ωB97M-V functional and the def2-TZVPD basis, the Open Molecules 2025 dataset).

```
27
Properties=species:S:1:pos:R:3
C -3.0523 -1.5916 1.0395
C -0.5101 -0.8750 0.6612
C -1.6538 -1.2576 1.4341
C 0.5066 -0.5293 1.5634
C -1.2423 -1.2828 2.7172
C 0.9510 0.0322 -1.0307
C 1.9723 0.2901 -0.0910
C -0.2628 -0.5007 -0.6842
C 1.7808 -0.0869 1.2170
N 0.0628 -0.8553 2.8204
H 1.1369 0.1952 -2.0875
H 2.9445 0.6168 -0.4419
H -1.0613 -0.7187 -1.3792
H 2.5370 0.0060 1.9677
H -3.6613 -1.6976 1.9309
H -3.2186 -2.5252 0.4898
H -1.7268 -1.6328 3.6132
H 0.5651 -0.7126 3.6792
H -3.5320 -0.7987 0.4709
C 1.1386 2.1656 -4.1345
C 0.3901 3.2568 -3.3666
H 2.1274 1.9889 -3.7149
H 0.5733 1.2353 -4.1626
H 1.2257 2.5094 -5.1637
H 0.5037 4.2063 -3.8451
H 0.8123 3.5055 -2.3788
H -0.6513 3.0756 -3.1001
```

Properties
SMILES string: Cc1c[nH]c2ccccc12.CC
Multiplicity: 1
Gap between HOMO and LUMO, eV: 8.8
Relative energy (zero: lowest compared OMol25 entry of this formula, charge and spin), kcal per mole: 13.0

Atom charges from the natural (NBO) analysis, given in e for atoms 1 to 8: number 1, C, carries -0.62; number 2, C, carries -0.10; number 3, C, carries -0.09; number 4, C, carries 0.14; number 5, C, carries -0.02; number 6, C, carries -0.25; number 7, C, carries -0.21; number 8, C, carries -0.18

---

Which of these has the highest multiplicity?
C16H15N3O2PdS

---

Which formula does entry 4 have?
H6N4

---

Among the records above, which one has the highest multiplicity?
C16H15N3O2PdS

---

What is the formula in the fifth record?
C5H11NO